[1]
120
Properties=species:S:1:pos:R:3:mulliken_charge:R:1 method="wB97M-V/def2-TZVPD" lumo_ha=0.0715 charge=-1 total_energy_ha=-4260.009087 multiplicity=1
N -5.219 2.069 -1.341 -0.500
C -4.394 2.665 -2.413 -0.833
C -3.009 3.084 -1.911 -0.101
C -1.860 2.232 -2.423 -1.289
C -1.913 0.801 -1.880 -0.297
C -0.592 0.076 -2.098 0.425
O -0.028 -0.467 -0.955 -0.715
P 1.380 -1.360 -1.394 0.109
C 2.144 -0.912 0.280 -1.265
C 2.897 0.409 0.242 -0.471
C 3.176 0.880 1.663 -0.304
F 4.436 1.462 1.764 -0.368
C 2.927 -2.259 -2.053 -1.175
O 3.519 -3.177 -1.084 -0.328
C 4.846 -3.193 -1.006 1.058
F 5.247 -4.352 -0.428 -0.267
F 5.336 -2.185 -0.224 -0.296
F 5.476 -3.101 -2.199 -0.271
S 0.432 -3.311 -0.665 1.006
O 0.811 -4.372 -1.577 -0.814
O -1.003 -3.126 -0.578 -0.551
C 0.927 -3.978 1.000 0.426
F 2.135 -4.573 0.880 -0.280
F 1.037 -3.053 1.980 -0.303
C -0.083 -5.057 1.512 0.669
F 0.618 -5.889 2.328 -0.317
F -0.587 -5.806 0.530 -0.226
C -1.258 -4.475 2.386 0.621
F -2.370 -5.218 2.152 -0.272
F -1.544 -3.201 2.110 -0.163
F -0.964 -4.597 3.702 -0.279
O 0.601 -1.798 -2.883 -0.394
C -0.511 -1.013 -3.190 0.088
P -1.981 -1.971 -3.778 -0.297
N -2.988 -2.230 -2.419 -0.325
O -2.702 -0.665 -4.585 -0.541
H -4.665 1.933 -0.510 0.284
H -5.558 1.162 -1.619 0.233
H -4.903 3.566 -2.746 0.298
H -4.319 2.016 -3.280 0.372
H -2.844 4.102 -2.258 0.118
H -3.025 3.134 -0.831 0.355
H -1.929 2.184 -3.506 0.182
H -0.926 2.706 -2.140 0.512
H -2.111 0.877 -0.816 0.208
H -2.733 0.321 -2.398 0.121
H 0.086 0.851 -2.475 0.113
H 1.917 -0.150 -1.953 0.004
H 2.738 -1.709 0.716 0.819
H 1.296 -0.760 0.945 0.733
H 2.286 1.151 -0.252 0.289
H 3.844 0.289 -0.271 0.209
H 3.124 0.045 2.353 0.265
H 2.452 1.624 1.983 0.258
H 3.622 -1.451 -2.245 0.658
H 2.738 -2.780 -2.979 0.442
H -0.255 -0.485 -4.116 0.429
H -3.844 -2.667 -2.731 0.310
H -3.248 -1.399 -1.901 0.244
H -3.608 -0.924 -4.742 0.284
C 1.983 -7.198 -2.850 -0.861
C 1.027 -7.913 -3.792 0.477
C 1.677 -9.139 -4.422 -1.391
O 0.570 -7.029 -4.814 -0.551
H 2.865 -6.849 -3.396 0.335
H 1.514 -6.324 -2.400 0.118
H 2.314 -7.864 -2.050 0.377
H 0.135 -8.217 -3.244 0.271
H 2.548 -8.843 -5.014 0.340
H 0.980 -9.642 -5.093 0.332
H 2.004 -9.849 -3.660 0.355
H 1.339 -6.732 -5.308 0.335
C 6.858 -6.709 2.725 -1.189
C 6.989 -5.453 3.572 0.349
C 7.083 -4.208 2.705 -0.929
O 8.132 -5.553 4.428 -0.560
H 7.737 -6.829 2.085 0.321
H 6.790 -7.593 3.359 0.323
H 5.973 -6.666 2.089 0.308
H 6.128 -5.371 4.236 0.285
H 7.968 -4.256 2.064 0.328
H 7.176 -3.315 3.324 0.329
H 6.205 -4.103 2.069 0.094
H 8.907 -5.626 3.864 0.344
C -0.903 5.712 0.446 -0.849
C -2.330 6.145 0.149 0.533
C -2.700 7.402 0.924 -1.467
O -3.233 5.083 0.461 -0.453
H -0.787 5.479 1.504 0.125
H -0.654 4.813 -0.121 0.104
H -0.188 6.495 0.186 0.418
H -2.444 6.329 -0.920 0.265
H -2.632 7.217 2.000 0.277
H -3.725 7.702 0.706 0.319
H -2.034 8.229 0.674 0.471
H -3.143 4.898 1.402 0.300
C -8.477 4.919 -0.054 -1.281
C -7.385 4.984 1.006 0.361
C -6.241 5.887 0.574 -0.940
O -6.893 3.672 1.276 -0.587
H -8.075 4.511 -0.984 0.278
H -9.286 4.263 0.270 0.335
H -8.890 5.909 -0.259 0.365
H -7.810 5.349 1.942 0.350
H -5.777 5.492 -0.330 0.157
H -5.473 5.921 1.339 0.182
H -6.586 6.905 0.376 0.402
H -6.512 3.326 0.456 0.338
C 1.766 7.479 3.498 -1.293
C 0.508 7.017 4.219 0.479
C 0.786 6.709 5.683 -1.386
O -0.038 5.871 3.567 -0.493
H 2.527 6.695 3.520 0.344
H 1.549 7.695 2.452 0.292
H 2.181 8.375 3.961 0.394
H -0.258 7.791 4.149 0.262
H 1.519 5.903 5.769 0.361
H -0.124 6.379 6.184 0.326
H 1.175 7.585 6.205 0.386
H 0.616 5.166 3.611 0.282

[2]
126
Properties=species:S:1:pos:R:3:mulliken_charge:R:1 method="wB97M-V/def2-TZVPD" lumo_ha=0.0422 charge=-1 total_energy_ha=-73733.028150 multiplicity=1
O 0.266 0.737 -4.338 -0.493
B 1.486 -0.130 -4.192 0.504
O 1.384 -1.300 -3.298 -0.619
C 2.829 0.355 -5.019 -0.364
P 3.585 -1.128 -6.032 0.382
H -0.102 0.520 -5.249 0.217
H 1.841 -2.110 -3.669 0.281
H 3.639 0.887 -4.336 0.024
H 2.458 1.118 -5.858 -0.133
H 2.202 -1.589 -6.200 -0.132
H 3.698 -1.867 -4.801 -0.131
H 4.923 -0.607 -5.785 -0.224
H 3.479 -0.376 -7.264 -0.360
H 4.077 -2.273 -6.755 0.033
Br -3.025 2.781 -4.875 -0.191
C -2.478 2.436 -3.035 -0.475
C -3.649 1.993 -2.190 -0.198
Br -4.783 3.505 -1.708 -0.121
H -1.998 3.347 -2.669 0.476
H -1.731 1.641 -3.106 0.001
H -3.304 1.582 -1.237 0.093
H -4.290 1.259 -2.686 0.403
Br -5.539 8.850 1.567 -0.164
C -4.603 7.514 0.497 -0.213
C -5.147 7.462 -0.911 -0.586
Br -6.849 6.512 -0.976 -0.127
H -4.686 6.563 1.031 0.325
H -3.557 7.834 0.496 0.052
H -4.478 6.892 -1.562 0.316
H -5.315 8.451 -1.348 0.397
Br -1.230 4.669 1.339 -0.120
C -1.843 2.839 1.619 -0.339
C -0.768 1.841 1.256 -0.003
Br -0.621 1.635 -0.678 -0.034
H -2.762 2.718 1.039 0.257
H -2.081 2.779 2.684 0.151
H -1.025 0.845 1.628 0.096
H 0.224 2.117 1.624 0.044
Br -1.000 1.877 5.068 -0.140
C -1.612 0.177 5.802 -0.472
C -1.357 -0.958 4.838 -0.595
Br -2.664 -0.963 3.391 -0.172
H -2.668 0.301 6.057 0.429
H -1.034 0.040 6.720 0.274
H -1.482 -1.923 5.337 0.215
H -0.367 -0.920 4.374 0.446
Br 4.633 6.348 1.171 -0.122
C 2.809 5.978 1.756 -0.610
C 2.721 4.645 2.462 -0.570
Br 2.751 3.169 1.188 -0.086
H 2.171 6.044 0.871 0.305
H 2.560 6.794 2.440 0.360
H 1.766 4.549 2.986 0.314
H 3.537 4.473 3.170 0.456
Br 2.010 -0.853 6.608 -0.165
C 1.398 -2.554 7.342 -0.473
C 1.653 -3.689 6.378 -0.440
Br 0.346 -3.693 4.931 -0.117
H 0.342 -2.430 7.597 0.365
H 1.976 -2.690 8.260 0.303
H 1.528 -4.654 6.877 0.133
H 2.643 -3.651 5.914 0.443
Br -0.153 8.521 0.728 -0.102
C 1.035 9.950 0.135 -0.588
C 2.458 9.460 0.003 -0.573
Br 3.312 9.296 1.749 -0.156
H 0.923 10.774 0.845 0.356
H 0.642 10.260 -0.838 0.349
H 3.067 10.185 -0.544 0.369
H 2.538 8.484 -0.484 0.357
Br -1.101 -7.717 4.812 -0.165
C -0.951 -7.281 2.916 -0.166
C 0.282 -7.905 2.307 -0.648
Br 1.889 -6.914 2.797 -0.184
H -0.971 -6.190 2.837 0.330
H -1.856 -7.689 2.459 0.036
H 0.240 -7.856 1.216 0.316
H 0.441 -8.942 2.614 0.457
Br -8.025 9.845 -3.711 -0.136
C -9.848 9.475 -3.126 -0.606
C -9.937 8.142 -2.421 -0.317
Br -9.906 6.666 -3.695 -0.110
H -10.487 9.541 -4.011 0.380
H -10.098 10.291 -2.442 0.343
H -10.892 8.046 -1.897 0.327
H -9.121 7.970 -1.713 0.064
Br 1.240 1.213 -8.171 -0.015
C 1.390 1.649 -10.066 -0.636
C 2.623 1.026 -10.675 -0.595
Br 4.230 2.017 -10.185 -0.138
H 1.370 2.740 -10.145 0.350
H 0.484 1.241 -10.524 0.312
H 2.581 1.074 -11.767 0.361
H 2.782 -0.012 -10.368 0.363
Br 0.660 -10.331 -0.087 -0.065
C 2.417 -10.975 -0.639 -0.592
C 3.512 -10.049 -0.166 -0.576
Br 3.607 -8.445 -1.272 -0.111
H 2.387 -11.092 -1.726 0.358
H 2.517 -11.960 -0.175 0.336
H 4.492 -10.524 -0.271 0.356
H 3.384 -9.716 0.868 0.301
Br -5.950 -10.280 0.153 -0.144
C -4.763 -8.851 -0.440 -0.613
C -3.340 -9.341 -0.571 -0.574
Br -2.486 -9.505 1.174 -0.167
H -4.875 -8.027 0.270 0.351
H -5.155 -8.541 -1.413 0.373
H -2.731 -8.616 -1.119 0.363
H -3.260 -10.317 -1.059 0.401
Br 5.992 3.430 -1.188 -0.112
C 5.379 1.600 -0.908 -0.563
C 6.454 0.602 -1.272 -0.551
Br 6.602 0.396 -3.205 -0.156
H 4.460 1.479 -1.488 0.317
H 5.141 1.540 0.157 0.266
H 6.197 -0.394 -0.899 0.370
H 7.446 0.878 -0.903 0.375
Br 4.128 -4.831 8.744 -0.143
C 3.517 -6.532 9.479 -0.589
C 3.772 -7.667 8.515 -0.576
Br 2.464 -7.672 7.068 -0.077
H 2.461 -6.408 9.734 0.361
H 4.094 -6.668 10.397 0.359
H 3.646 -8.632 9.014 0.322
H 4.761 -7.629 8.051 0.361